Entry 1:
Computed, not measured: a cluster of 15 separate species, C40H115N5O15 in total in a non-equilibrium geometry, with ωB97M-V/def2-TZVPD.

Bonds (Å) are listed after each position.
Cartesian coordinates (Å):
1 H 2.42723 0.48674 -1.90638  C173 1.091
2 H 5.04451 0.79132 2.94778  C6 1.096
3 H -7.17518 1.70726 -0.02336  C112 1.094
4 H 6.28133 -3.59469 2.42527  C138 1.092
5 H 5.23882 1.96733 4.24134  C6 1.096
6 C 5.05716 0.90614 4.03796  H2 1.096, H5 1.096, C70 1.512, O129 1.406
7 C -1.06535 5.58737 3.95104  C14 1.532, O110 1.439, C131 1.509, H168 1.092
8 H 1.53951 -5.06161 -3.64281  C27 1.092
9 C -1.06707 -2.37397 -0.92750  H79 1.096, H103 1.093, H104 1.091, O165 1.409
10 H 0.16180 1.81862 -1.02005  C41 1.092
11 H -0.19414 1.55323 4.13997  C23 1.091
12 H -4.18818 4.18543 -1.90212  C163 1.089
13 H 7.03223 -0.50690 6.58478  C171 1.092
14 C -1.77902 6.09818 2.69538  C7 1.532, H122 1.091, H132 1.090, H158 1.091
15 H 0.11681 1.88532 1.66799  C46 1.092
16 C 4.27685 1.70614 -1.80584  O56 1.410, C67 1.530, H98 1.092, C173 1.528
17 H 5.35804 -0.53777 6.56352  C171 1.092
18 H -0.15958 3.79512 3.07383  C131 1.089
19 H 0.62312 -5.74904 -5.88145  C157 1.095
20 C -1.02574 3.82425 -3.14691  C43 1.525, H47 1.093, H73 1.091, H151 1.090
21 C 2.74878 1.27510 4.07510  H64 1.091, O129 1.401, H152 1.096, H160 1.094
22 H -0.79121 -4.54436 1.41100  C137 1.091
23 C -1.06298 1.27339 4.73752  H11 1.091, H31 1.092, C87 1.550, H99 1.090
24 H -1.12377 -5.61257 2.82062  C137 1.088
25 O 4.86520 -1.66349 0.31016  C130 1.437, C175 1.395
26 N 0.10085 -0.24522 -7.60391  H121 1.011, H127 1.014, C145 1.475
27 C 0.63801 -4.59746 -4.04864  H8 1.092, O125 1.409, C142 1.542, C157 1.498
28 H -5.34402 1.09773 -2.39104  C53 1.096
29 H -7.93765 1.26611 -2.89239  C100 1.092
30 H 2.62475 1.51067 -3.26894  C173 1.095
31 H -0.80638 0.28368 5.12220  C23 1.092
32 H -4.48125 3.76522 2.64778  C62 1.089
33 H -2.47700 2.15095 -1.82955  O50 0.973
34 H 7.59080 0.30153 3.15632  N38 1.011
35 H -0.21632 -2.82272 -3.82199  O125 0.966
36 H -4.70626 -2.09927 -1.20715  C95 1.090
37 H -2.22569 3.14731 3.60929  O80 0.972
38 N 7.46663 0.50602 4.13898  H34 1.011, C70 1.479, H169 1.012
39 H -2.38477 0.41841 3.18459  C87 1.091
40 N 8.28038 -1.74356 1.77121  H58 1.018, C84 1.464, H116 1.014
41 C -0.35396 1.17086 -0.30859  H10 1.092, C46 1.521, N63 1.472, C114 1.546
42 H -4.82436 1.52719 -0.80238  C53 1.097
43 C -2.53533 3.61112 -3.17876  C20 1.525, O50 1.433, H102 1.091, C163 1.512
44 H -2.32702 0.82389 -0.08121  N63 1.016
45 H -2.67384 -2.56129 1.85785  C174 1.091
46 C 0.37022 1.04237 1.02248  H15 1.092, C41 1.521, H68 1.093, H82 1.091
47 H -0.74640 3.67950 -2.09968  C20 1.093
48 H -4.19526 -0.83406 -2.28347  C95 1.096
49 H -1.83794 1.98682 0.85694  N63 1.015
50 O -2.87439 2.30211 -2.70470  H33 0.973, C43 1.433
51 H 5.99870 -0.97779 4.28248  C70 1.097
52 H -2.70423 4.97469 -1.45912  C163 1.094
53 C -5.64275 1.03148 -1.33837  H28 1.096, H42 1.097, O91 1.415, C112 1.538
54 H -3.24345 -2.83346 -3.64394  C144 1.088
55 H 2.22520 2.31170 -1.84609  C173 1.090
56 O 4.63019 2.92278 -2.42386  C16 1.410, H147 0.963
57 H -3.54281 2.31401 5.34401  C109 1.090
58 H 8.51653 -0.82461 1.40346  N40 1.018
59 H 0.02910 -0.06732 -4.21400  C71 1.092
60 N -6.73501 3.16548 -1.51329  C112 1.448, H159 1.018, H170 1.016
61 H 1.68978 -3.64655 0.11214  C140 1.091
62 C -4.68408 3.55196 1.59880  H32 1.089, H101 1.094, H139 1.093, O154 1.412
63 N -1.73081 1.64644 -0.09331  C41 1.472, H44 1.016, H49 1.015
64 H 1.82356 0.69735 4.07172  C21 1.091
65 H 2.81623 -1.62397 0.26974  C175 1.089
66 H -3.51676 5.52245 -2.86899  C163 1.093
67 C 5.29352 0.64300 -2.22517  C16 1.530, H134 1.094, H148 1.090, H150 1.093
68 H -0.01228 0.20969 1.61868  C46 1.093
69 O 0.42020 -2.96055 4.42802  H74 0.962, C128 1.408
70 C 6.15072 0.04940 4.63498  C6 1.512, N38 1.479, H51 1.097, C171 1.514
71 C 0.14328 0.29936 -5.23621  H59 1.092, H96 1.091, C145 1.518, H155 1.093
72 H 0.85171 5.24100 2.95456  C131 1.089
73 H -0.73619 4.84066 -3.41675  C20 1.091
74 H 1.26964 -3.40650 4.49743  O69 0.962
75 H -1.67249 -2.12810 -6.81467  C118 1.095
76 H 3.02653 -4.59751 -0.40300  C140 1.094
77 H 0.75239 -5.84488 0.72387  O119 0.967
78 O -4.58188 -3.12121 2.44173  H133 0.960, C174 1.436
79 H -1.58993 -2.42104 -1.88912  C9 1.096
80 O -2.24689 2.40606 2.98138  H37 0.972, C87 1.410
81 H -0.04137 -4.20119 -6.14747  C157 1.092
82 H 1.44273 0.89533 0.88785  C46 1.091
83 H -1.52474 -4.66822 -3.71297  C142 1.093
84 C 7.11531 -2.15544 0.98580  N40 1.464, C130 1.513, C138 1.530, H164 1.097
85 H -1.53238 -6.17243 1.19365  C137 1.092
86 H 3.63357 -0.03495 0.45245  C175 1.098
87 C -2.32560 1.28982 3.83873  C23 1.550, H39 1.091, O80 1.410, C109 1.519
88 H -5.85457 4.06003 0.16229  O154 0.966
89 H 6.16204 1.05664 6.52437  C171 1.091
90 H -3.66897 -0.76105 -0.63716  C95 1.095
91 O -5.67370 -0.30895 -0.88555  C53 1.415, C95 1.398
92 H 1.52752 -5.71783 -1.77323  O117 0.962
93 H -3.28525 -1.78632 3.32589  C174 1.091
94 H -0.61892 -5.18113 -2.33341  C142 1.088
95 C -4.53144 -1.02458 -1.25783  H36 1.090, H48 1.096, H90 1.095, O91 1.398
96 H 1.14642 0.70372 -5.38197  C71 1.091
97 H -0.76920 -6.24748 -3.75745  C142 1.093
98 H 4.40086 1.87911 -0.73442  C16 1.092
99 H -1.15652 1.96544 5.57424  C23 1.090
100 C -8.09199 1.14778 -1.81781  H29 1.092, C112 1.499, H115 1.092, H124 1.092
101 H -3.74783 3.77817 1.07922  C62 1.094
102 H -2.94482 3.68048 -4.18807  C43 1.091
103 H -0.02778 -2.62347 -1.15647  C9 1.093
104 H -1.46965 -3.18315 -0.31721  C9 1.091
105 H 1.68640 -4.40389 -5.91510  C157 1.092
106 H 0.52471 -0.47000 -1.43327  C114 1.095
107 H -2.23579 -0.53996 -6.19806  C118 1.094
108 H 0.68387 -1.52073 -6.12925  C145 1.092
109 C -3.55776 1.42302 4.71683  H57 1.090, C87 1.519, H123 1.093, H166 1.092
110 O -1.96675 4.74042 4.68605  C7 1.439, H126 0.962
111 H 7.62599 -4.14693 1.46530  C138 1.091
112 C -6.95304 1.79745 -1.09034  H3 1.094, C53 1.538, N60 1.448, C100 1.499
113 H 5.62525 -1.20011 2.15253  C130 1.094
114 C -0.46426 -0.16765 -1.07367  C41 1.546, H106 1.095, H162 1.096, O165 1.425
115 H -8.15812 0.08472 -1.57890  C100 1.092
116 H 9.08018 -2.29761 1.48647  N40 1.014
117 O 1.14513 -5.30484 -0.99344  H92 0.962, C140 1.421
118 C -1.53687 -1.36668 -6.03982  H75 1.095, H107 1.094, C145 1.540, O156 1.418
119 O 0.47135 -6.16486 1.59183  H77 0.967, C137 1.440
120 H 1.05118 -1.32688 3.31117  C128 1.096
121 H 0.80165 0.48084 -7.54476  N26 1.011
122 H -2.71010 6.64154 2.86381  C14 1.091
123 H -3.66720 0.52535 5.33068  C109 1.093
124 H -9.03880 1.57358 -1.48073  C100 1.092
125 O 0.62857 -3.25079 -3.63428  C27 1.409, H35 0.966
126 H -2.76453 5.24102 4.88279  O110 0.962
127 H -0.73319 0.20756 -7.96144  N26 1.014
128 C 0.45501 -2.24229 3.21698  O69 1.408, H120 1.096, H135 1.091, H143 1.091
129 O 3.81237 0.49320 4.54383  C6 1.406, C21 1.401
130 C 5.95946 -1.18646 1.11077  O25 1.437, C84 1.513, H113 1.094, H136 1.095
131 C 0.11389 4.72608 3.56887  C7 1.509, H18 1.089, H72 1.089, H149 1.093
132 H -1.99748 5.22080 2.08647  C14 1.090
133 H -5.40318 -2.69935 2.17752  O78 0.960
134 H 5.08847 0.24169 -3.22183  C67 1.094
135 H -0.54816 -1.84218 3.05939  C128 1.091
136 H 6.14715 -0.15848 0.78422  C130 1.095
137 C -0.82827 -5.57244 1.77462  H22 1.091, H24 1.088, H85 1.092, O119 1.440
138 C 6.70509 -3.56360 1.41976  H4 1.092, C84 1.530, H111 1.091, H161 1.088
139 H -4.95057 2.49567 1.51460  C62 1.093
140 C 2.04680 -4.23904 -0.73100  H61 1.091, H76 1.094, O117 1.421, H141 1.092
141 H 2.15671 -3.59903 -1.60844  C140 1.092
142 C -0.62663 -5.21777 -3.42114  C27 1.542, H83 1.093, H94 1.088, H97 1.093
143 H 0.79985 -2.82003 2.35774  C128 1.091
144 C -3.06623 -2.33980 -4.59682  H54 1.088, H146 1.093, O156 1.428, H167 1.093
145 C -0.12317 -0.79561 -6.25350  N26 1.475, C71 1.518, H108 1.092, C118 1.540
146 H -3.28889 -3.00499 -5.43523  C144 1.093
147 H 4.80957 2.70532 -3.34444  O56 0.963
148 H 5.44061 -0.16920 -1.51355  C67 1.090
149 H 0.59699 4.42328 4.50156  C131 1.093
150 H 6.26603 1.12013 -2.36740  C67 1.093
151 H -0.44942 3.11873 -3.74540  C20 1.090
152 H 2.86952 1.57414 3.02783  C21 1.096
153 H -3.85307 -1.30736 1.66252  C174 1.091
154 O -5.66195 4.40655 1.04371  C62 1.412, H88 0.966
155 H -0.55326 1.13420 -5.35030  C71 1.093
156 O -1.70781 -1.92616 -4.74796  C118 1.418, C144 1.428
157 C 0.70814 -4.71215 -5.54031  H19 1.095, C27 1.498, H81 1.092, H105 1.092
158 H -1.10777 6.79337 2.18858  C14 1.091
159 H -6.53654 3.07899 -2.50831  N60 1.018
160 H 2.55690 2.18073 4.65745  C21 1.094
161 H 5.95992 -4.01613 0.76851  C138 1.088
162 H -1.04571 -0.06331 -1.99737  C114 1.096
163 C -3.27556 4.60959 -2.31782  H12 1.089, C43 1.512, H52 1.094, H66 1.093
164 H 7.41511 -2.06406 -0.06518  C84 1.097
165 O -1.11607 -1.13595 -0.25575  C9 1.409, C114 1.425
166 H -4.47629 1.43134 4.12552  C109 1.092
167 H -3.75086 -1.49071 -4.66920  C144 1.093
168 H -0.71226 6.35163 4.64698  C7 1.092
169 H 8.18638 -0.03046 4.60554  N38 1.012
170 H -7.60184 3.69362 -1.54697  N60 1.016
171 C 6.19027 0.03352 6.14799  H13 1.092, H17 1.092, C70 1.514, H89 1.091
172 H 3.51588 -1.10280 1.80769  C175 1.097
173 C 2.81821 1.46473 -2.19259  H1 1.091, C16 1.528, H30 1.095, H55 1.090
174 C -3.55712 -2.12207 2.32440  H45 1.091, O78 1.436, H93 1.091, H153 1.091
175 C 3.65750 -1.09922 0.72037  O25 1.395, H65 1.089, H86 1.098, H172 1.097

Calculated values
Largest force on an atom (eV/A): 2.01
2S+1: 1
E (Eh): -2995.18839
LUMO energy (eV): 0.52
Energy above the lowest of the compared OMol25 structures with the same formula, charge and spin (kcal/mol): 48.9
Total charge: 0



Entry 2:
Computed, not measured: a cluster of 11 separate species, C22H54BN2O18 in total in a non-equilibrium geometry, with ωB97M-V/def2-TZVPD.

Bonds (Å) are listed after each position.
Cartesian coordinates (Å):
1 C -1.56422 -1.17738 -4.11811  H30 1.090, H52 1.090, H62 1.090, C80 1.528
2 H 5.41764 -2.19287 -1.26528  O60 0.957
3 H -3.93743 -2.17615 -5.13589  C74 1.090
4 H 5.43754 -0.19217 -5.18205  O82 0.957
5 H -1.81167 5.39692 3.79377  C34 1.090
6 H -5.64287 -2.05713 -3.35257  C10 1.090
7 H -4.50438 -0.77402 -3.08969  C10 1.090
8 H -2.05111 2.36687 7.25924  C29 1.090
9 C 1.51569 1.50134 0.41756  O18 1.353, C21 1.584, O79 1.240
10 C -4.58814 -1.85836 -3.16245  H6 1.090, H7 1.090, C25 1.529, C74 1.522
11 H 3.68871 -0.51858 1.20745  O46 0.957
12 H -1.18997 0.33382 3.94432  C72 1.090
13 H -2.01326 1.43301 2.87911  C72 1.090
14 H -4.05584 -3.59725 -4.29166  C74 1.090
15 N -0.55067 2.77767 4.72378  O64 1.425, C66 1.502, C93 1.523
16 H 0.77835 6.03851 4.34709  C36 1.090
17 H -1.44324 5.99421 5.39677  C34 1.090
18 O 2.34412 0.86984 -0.44557  C9 1.353, B22 1.479
19 O -0.93266 2.03804 0.07699  C21 1.242
20 O 4.75422 -4.87296 -3.78586  H32 0.957, H94 0.957
21 C 0.12143 1.52471 -0.33331  C9 1.584, O19 1.242, O65 1.384
22 B 1.60571 0.20250 -1.53989  O18 1.479, O24 1.516, O41 1.470, O65 1.496
23 H -1.98925 -4.03625 0.22811  C27 1.090
24 O 1.55800 -1.29834 -1.32950  B22 1.516, C88 1.296
25 C -4.28375 -2.57436 -1.84569  C10 1.529, H31 1.090, H81 1.090, C95 1.546
26 O 4.42957 2.71495 -3.08753  H38 0.957, H57 0.957
27 C -2.94416 -3.78398 -0.23298  H23 1.090, H40 1.090, H77 1.090, C95 1.593
28 H -2.94271 0.48624 4.03640  C72 1.090
29 C -2.06821 1.61256 6.47258  H8 1.090, H42 1.090, H90 1.090, C93 1.613
30 H -0.48401 -1.04905 -4.04908  C1 1.090
31 H -4.77302 -3.54321 -1.94601  C25 1.090
32 H 4.27099 -4.46946 -4.50691  O20 0.957
33 H 4.19793 3.72884 2.50191  O53 0.957
34 C -1.64353 5.08782 4.82541  H5 1.090, H17 1.090, C66 1.563, C84 1.457
35 H 6.57619 -0.75910 -4.36109  O82 0.957
36 C 0.72722 4.96889 4.14361  H16 1.090, H44 1.090, H63 1.090, C66 1.592
37 C 0.06402 4.31740 6.54076  C66 1.554, H68 1.090, H70 1.090, H83 1.090
38 H 4.25571 2.04968 -3.75343  O26 0.957
39 H 0.22917 -6.08365 -1.84624  O75 0.957
40 H -3.21849 -4.61886 -0.87782  C27 1.090
41 O 2.43057 0.31712 -2.75113  B22 1.470, C49 1.289
42 H -1.31421 0.86354 6.71457  C29 1.090
43 O -0.63134 -3.21698 -2.09735  H50 0.960, N91 1.395
44 H 0.67387 4.74701 3.07777  C36 1.090
45 H 3.02563 3.20432 1.70036  O53 0.957
46 O 4.35781 -1.17194 1.00336  H11 0.957, H85 0.957
47 H -3.03510 -1.16182 0.31894  C87 1.090
48 O 3.16677 -0.98411 -4.37268  C49 1.221
49 C 2.63554 -0.83843 -3.28317  O41 1.289, O48 1.221, C88 1.608
50 H -0.30221 -2.31609 -2.05670  O43 0.960
51 H -1.45392 -1.27199 -0.24785  C87 1.090
52 H -1.83483 -0.96532 -5.15248  C1 1.090
53 O 3.87151 3.64234 1.60625  H33 0.957, H45 0.957
54 C -3.11585 3.12481 4.78868  H73 1.090, H76 1.090, C84 1.545, C93 1.557
55 O 2.43389 -3.19992 -2.33808  C88 1.254
56 H 3.78589 -1.27029 -6.12682  O69 0.957
57 H 3.69582 2.64119 -2.47728  O26 0.957
58 H 0.83397 1.70718 4.13910  O64 0.960
59 H -2.65715 4.55040 6.44736  C84 1.090
60 O 5.21083 -2.96968 -1.78493  H2 0.957, H67 0.957
61 C -1.45627 -3.48370 -4.85713  H78 1.090, C80 1.618, H86 1.090, H89 1.090
62 H -1.99542 -0.37825 -3.51515  C1 1.090
63 H 1.64183 4.45053 4.43152  C36 1.090
64 O 0.57796 1.96237 5.02845  N15 1.425, H58 0.960
65 O 0.31764 0.96221 -1.58265  C21 1.384, B22 1.496
66 C -0.35570 4.23088 5.04745  N15 1.502, C34 1.563, C36 1.592, C37 1.554
67 H 4.54926 -3.43295 -1.27118  O60 0.957
68 H 0.10946 3.34482 7.03080  C37 1.090
69 O 4.21875 -0.88221 -6.88726  H56 0.957, H97 0.957
70 H 1.05683 4.76239 6.60726  C37 1.090
71 H -2.56444 -0.30471 -1.16400  C87 1.090
72 C -2.01618 1.04322 3.89703  H12 1.090, H13 1.090, H28 1.090, C93 1.533
73 H -4.01090 2.69903 5.24222  C54 1.090
74 C -3.68800 -2.58036 -4.15482  H3 1.090, C10 1.522, H14 1.090, C80 1.554
75 O 1.15759 -5.87284 -1.74715  H39 0.957, H96 0.957
76 H -3.26114 3.17824 3.70973  C54 1.090
77 H -3.67463 -3.69626 0.57126  C27 1.090
78 H -1.67947 -3.24842 -5.89777  C61 1.090
79 O 1.78429 2.02491 1.50853  C9 1.240
80 C -2.18350 -2.52986 -3.77073  C1 1.528, C61 1.618, C74 1.554, N91 1.433
81 H -4.94235 -2.23291 -1.04709  C25 1.090
82 O 6.13946 0.06313 -4.58341  H4 0.957, H35 0.957
83 H -0.47794 5.00559 7.18943  C37 1.090
84 C -2.87161 4.53146 5.37883  C34 1.457, C54 1.545, H59 1.090, H92 1.090
85 H 4.79568 -0.83144 0.22326  O46 0.957
86 H -1.75107 -4.51858 -4.68330  C61 1.090
87 C -2.47966 -1.24278 -0.61542  H47 1.090, H51 1.090, H71 1.090, C95 1.582
88 C 2.16587 -1.97756 -2.25041  O24 1.296, C49 1.608, O55 1.254
89 H -0.36657 -3.46915 -4.83627  C61 1.090
90 H -3.01704 1.09530 6.61497  C29 1.090
91 N -1.96769 -3.00051 -2.43460  O43 1.395, C80 1.433, C95 1.468
92 H -3.70030 5.23532 5.30167  C84 1.090
93 C -1.91625 2.14595 4.95757  N15 1.523, C29 1.613, C54 1.557, C72 1.533
94 H 4.87052 -4.16690 -3.15010  O20 0.957
95 C -2.83360 -2.61785 -1.31262  C25 1.546, C27 1.593, C87 1.582, N91 1.468
96 H 1.20687 -4.92899 -1.89868  O75 0.957
97 H 3.50091 -0.58112 -7.44429  O69 0.957

Calculated values
Largest force on an atom (eV/A): 5.93
2S+1: 2
E (Eh): -2359.47969
LUMO energy (spin up / spin down) (eV): 3.96 / 3.96
Total charge: -2